(1)
ORCA calculation (the ωB97M-V functional and the def2-TZVPD basis) on a 2-piece molecular cluster, C19H38N3O8S2 overall at a distorted geometry.

XYZ file:
```
70
Properties=species:S:1:pos:R:3
C 3.3207 -0.7138 3.8264
O 2.4259 -0.0882 2.9183
C 2.0695 -0.9192 1.8450
C 1.9330 -0.0762 0.5690
C 1.2545 -0.8849 -0.5287
O 1.9736 -2.0748 -0.8386
N 2.1036 -2.1837 -2.2656
O 3.0368 -2.7913 -2.5531
C 0.9779 1.1101 0.8879
C 1.4506 2.4528 0.3471
C 0.4269 3.5640 0.6186
S 0.4227 4.2842 2.2591
O -0.8112 3.9484 2.9132
O 0.6745 5.6902 2.1099
C 2.8550 2.7196 0.8605
N 3.1886 4.1157 0.7434
C 4.4308 4.3678 0.9818
C 5.1845 5.2739 0.0583
C 5.2153 3.8007 2.1306
O 3.7544 1.9977 -0.0179
S 3.6380 0.4053 0.0727
O 3.8807 -0.1050 -1.2423
O 4.5749 -0.0451 1.0564
H 2.8689 -1.6283 4.2167
H 4.2849 -0.9196 3.3635
H 3.4835 -0.0316 4.6561
H 2.8297 -1.6857 1.6901
H 1.1033 -1.4047 2.0326
H 0.2893 -1.1926 -0.1178
H 1.1313 -0.3029 -1.4424
H 0.0269 0.9121 0.3848
H 0.7574 1.1735 1.9517
H 1.5393 2.3643 -0.7386
H 0.4816 4.3501 -0.1259
H -0.5613 3.1121 0.5153
H 1.5004 3.7781 2.9141
H 2.9373 2.3343 1.8880
H 5.6460 6.1161 0.5691
H 5.9430 4.6394 -0.4043
H 4.4944 5.5953 -0.7154
H 4.5684 3.3491 2.8782
H 5.9018 3.0271 1.7762
H 5.8190 4.5845 2.5816
C -4.1083 -4.8681 0.0010
C -4.9243 -4.6186 -1.2712
C -4.2228 -3.7416 -2.3065
N -4.5838 -2.2725 -2.2736
C -5.9214 -2.0601 -2.8999
C -4.5326 -1.6591 -0.8996
C -3.0535 -1.4716 -0.6363
C -2.5104 -1.0036 -1.9944
C -3.5225 -1.4954 -3.0401
H -4.0759 -3.9995 0.6596
H -4.5435 -5.6863 0.5717
H -3.0813 -5.1441 -0.2419
H -5.9139 -4.2336 -1.0170
H -5.0893 -5.5883 -1.7419
H -4.4816 -4.0696 -3.3124
H -3.1405 -3.8143 -2.2090
H -6.6694 -2.6052 -2.3307
H -5.8858 -2.4195 -3.9250
H -6.1479 -0.9978 -2.8856
H -5.0401 -0.6969 -0.9644
H -5.0605 -2.2854 -0.1870
H -2.5891 -2.4136 -0.3432
H -2.8662 -0.7566 0.1615
H -1.5111 -1.3920 -2.1820
H -2.4422 0.0823 -2.0329
H -3.0894 -2.1463 -3.7944
H -4.0185 -0.6619 -3.5305
```

Output
Orbital gap (eV): 8.432
Net charge: +1
Lowest unoccupied orbital energy (eV): -2.61
Max |F| (eV Å⁻¹): 2.32


(2)
ORCA calculation (the ωB97M-V functional and the def2-TZVPD basis) on C19H38N8S2Si2TeTi as an isolated structure.

XYZ file:
```
71
Properties=species:S:1:pos:R:3
Ti -1.7051 0.3834 1.3699
C -3.8210 -1.4052 4.9361
C -3.3710 -0.9601 3.5907
N -2.4041 -0.1428 3.3687
N -1.7999 0.5515 4.3996
C -1.6347 1.8814 4.1609
N -1.2180 2.6423 5.1511
S -1.9822 2.5401 2.6215
C -4.1084 -1.3082 2.3435
C -5.1852 -2.1686 2.3065
C -5.9135 -2.2853 1.1204
C -5.5334 -1.5383 0.0226
C -4.4123 -0.7223 0.1294
N -3.7092 -0.6077 1.2536
H -2.9864 -1.5489 5.6216
H -4.3578 -2.3480 4.8862
H -4.5052 -0.6616 5.3578
H -1.8753 0.2008 5.3466
H -1.0366 2.2935 6.0818
H -1.0968 3.6325 4.9951
H -5.4801 -2.7275 3.1820
H -6.7713 -2.9427 1.0701
H -6.0862 -1.5813 -0.9053
H -4.0717 -0.1388 -0.7172
C 0.1555 -2.1601 -3.3188
C -0.4987 -2.1746 -1.9891
N -1.4305 -2.9939 -1.6182
N -1.8306 -2.5302 -0.3988
C -1.1964 -1.4480 0.0267
S 0.7886 0.5940 1.6690
N -0.2993 -1.2391 -0.9798
N -1.1870 1.2984 -0.4386
H 1.0609 -1.5584 -3.3124
H -0.5344 -1.7485 -4.0571
H 0.4114 -3.1698 -3.6318
H -2.5603 -3.0372 0.0783
H -0.9936 2.2975 -0.3582
H -1.7705 1.1781 -1.2647
C 0.7078 4.2530 -0.2980
Si 2.0446 3.4697 -1.3322
C 2.4368 4.4143 -2.8724
C 3.5356 3.0285 -0.3129
C 1.3236 1.7859 -2.0559
Te 0.9644 0.3218 -0.6075
C 2.8069 -0.6767 -0.6107
Si 3.6528 -1.8889 -1.8764
C 5.3952 -1.9145 -1.2385
C 2.8768 -3.5650 -1.6475
C 3.5955 -1.1922 -3.6156
H 1.0640 5.2335 0.0292
H 0.4785 3.6887 0.6103
H -0.2087 4.4358 -0.8652
H 2.8493 5.3895 -2.6018
H 1.5516 4.5936 -3.4849
H 3.1825 3.9045 -3.4850
H 4.0032 3.9532 0.0351
H 4.2925 2.4962 -0.8936
H 3.2972 2.4496 0.5836
H 2.0670 1.3106 -2.7015
H 0.3831 1.9374 -2.5846
H 2.7953 -1.1872 0.3565
H 3.4727 0.1905 -0.5019
H 5.4567 -2.2745 -0.2102
H 5.8700 -0.9328 -1.2903
H 5.9913 -2.5924 -1.8551
H 3.0387 -3.9031 -0.6211
H 3.3853 -4.2811 -2.2979
H 1.8117 -3.6420 -1.8610
H 2.8027 -0.4669 -3.8096
H 3.4838 -1.9923 -4.3503
H 4.5418 -0.6932 -3.8329
```

Output
Orbital gap (alpha / beta) (eV): 7.696 / 7.901
2S+1: 2
Net charge: +3
Lowest unoccupied orbital energy (alpha / beta) (eV): -9.59 / -9.47
<S²>: 0.753
Energy above the lowest of the compared OMol25 structures with the same formula, charge and spin (eV): 0.9255
Max |F| (eV Å⁻¹): 0.29


(3)
ORCA calculation (the ωB97M-V functional and the def2-TZVPD basis) on a single C19H38O molecule.

XYZ file:
```
58
Properties=species:S:1:pos:R:3
C 0.4088 -2.6561 -1.7963
C -0.9156 -3.0020 -2.4025
C -1.1000 -3.1803 -3.7069
C -0.0391 -3.0568 -4.7690
O 1.0940 -3.8785 -4.5509
C -2.0669 -3.1439 -1.4362
C -3.1249 -2.0464 -1.6130
C -2.5979 -0.6163 -1.4336
C -3.6522 0.3729 -1.9284
C -2.2329 -0.3517 0.0319
C -1.6557 1.0342 0.3312
C -0.3481 1.3067 -0.4095
C 0.3478 2.6253 -0.0400
C -0.5048 3.8320 -0.4320
C 0.7397 2.7271 1.4389
C 1.6617 1.6054 1.9135
C 2.1821 1.8730 3.3246
C 2.9899 0.7127 3.9163
C 3.2865 0.9850 5.3902
C 4.2961 0.4866 3.1586
H 0.6872 -3.4133 -1.0630
H 0.3420 -1.7014 -1.2761
H 1.1903 -2.5997 -2.5463
H -2.0843 -3.4455 -4.0687
H 0.3547 -2.0358 -4.8070
H -0.4792 -3.2868 -5.7498
H 0.7900 -4.7793 -4.3964
H -2.5566 -4.1086 -1.5947
H -1.6894 -3.1331 -0.4137
H -3.9367 -2.2213 -0.9023
H -3.5418 -2.1347 -2.6183
H -1.7056 -0.5093 -2.0568
H -3.9374 0.1410 -2.9524
H -4.5430 0.3232 -1.3051
H -3.2738 1.3911 -1.9099
H -3.1325 -0.4880 0.6390
H -1.5046 -1.0976 0.3561
H -1.4781 1.0883 1.4070
H -2.3901 1.7994 0.0819
H -0.5426 1.3270 -1.4839
H 0.3438 0.4829 -0.2208
H 1.2728 2.6647 -0.6294
H -0.8124 3.7627 -1.4732
H 0.0605 4.7526 -0.3039
H -1.3951 3.8950 0.1889
H -0.1590 2.7481 2.0584
H 1.2517 3.6820 1.5847
H 1.1232 0.6561 1.9122
H 2.4990 1.5192 1.2188
H 1.3269 2.0684 3.9772
H 2.8017 2.7730 3.3185
H 2.3855 -0.1995 3.8480
H 3.8398 0.1577 5.8291
H 3.8828 1.8892 5.4945
H 2.3643 1.1161 5.9521
H 4.8731 -0.3064 3.6295
H 4.1079 0.1993 2.1277
H 4.8965 1.3940 3.1612
```

Output
Orbital gap (eV): 9.868
Net charge: 0
SMILES: C/C(=C\CO)CC[C@@H](C)CCC[C@@H](C)CCCC(C)C
Lowest unoccupied orbital energy (eV): 0.82
Energy above the lowest of the compared OMol25 structures with the same formula, charge and spin (eV): 0.0994
Max |F| (eV Å⁻¹): 0.52


(4)
ORCA calculation (the ωB97M-V functional and the def2-TZVPD basis) on C19H38O2Si4Tl as an isolated structure.

XYZ file:
```
64
Properties=species:S:1:pos:R:3
Tl -0.3842 -0.2418 -0.0752
C -3.6195 -4.7825 0.5108
C -2.8626 -3.5995 1.0425
C -1.4881 -3.6518 1.2234
C -0.7803 -2.5804 1.7684
C 0.7019 -2.6976 2.0310
C -1.4895 -1.4205 2.1206
C -2.8839 -1.3426 1.9454
C -3.6306 -0.1133 2.3838
C -3.5403 -2.4336 1.4024
C -0.7545 -0.2526 2.7525
O -0.6353 -0.1463 3.9407
O -0.2611 0.6074 1.8652
H -2.9601 -5.4803 -0.0032
H -4.4046 -4.4713 -0.1787
H -4.1009 -5.3211 1.3291
H -0.9545 -4.5643 0.9810
H 0.9753 -3.7377 2.1991
H 0.9958 -2.1203 2.9069
H 1.3125 -2.3478 1.1888
H -3.1950 0.7959 1.9629
H -3.5739 -0.0082 3.4685
H -4.6783 -0.1659 2.0954
H -4.6163 -2.3880 1.2738
C 0.0845 -3.4849 -2.1808
Si 1.0675 -2.0938 -2.9498
C 2.6890 -1.8811 -2.0450
C 1.3274 -2.3890 -4.7770
Si -0.1744 -0.0710 -2.8148
Si -2.5405 -0.1824 -3.0151
C -2.8717 -0.3973 -4.8421
C -3.2069 -1.6312 -2.0448
C -3.2790 1.4049 -2.3604
Si 0.9320 2.0214 -2.9893
C -0.0396 3.3375 -2.0914
C 0.9548 2.3116 -4.8371
C 2.6599 1.8842 -2.3007
H 0.7015 -4.3874 -2.1648
H -0.8159 -3.7108 -2.7537
H -0.2184 -3.2742 -1.1527
H 3.2343 -2.8281 -2.0604
H 2.5493 -1.5996 -0.9983
H 3.3239 -1.1262 -2.5085
H 1.8780 -3.3207 -4.9282
H 1.9050 -1.5864 -5.2393
H 0.3797 -2.4743 -5.3116
H -2.4542 -1.3321 -5.2204
H -2.4550 0.4216 -5.4313
H -3.9493 -0.4172 -5.0223
H -2.8228 -2.5871 -2.4030
H -4.2953 -1.6475 -2.1541
H -2.9948 -1.5677 -0.9755
H -2.9761 2.2727 -2.9467
H -3.0060 1.5939 -1.3188
H -4.3690 1.3389 -2.4064
H -1.0332 3.4787 -2.5161
H 0.4936 4.2881 -2.1714
H -0.1532 3.1161 -1.0278
H -0.0514 2.3936 -5.2521
H 1.4784 1.5167 -5.3711
H 1.4765 3.2487 -5.0473
H 2.6679 1.5838 -1.2510
H 3.1459 2.8609 -2.3668
H 3.2678 1.1746 -2.8625
```

Output
Orbital gap (eV): 7.531
Net charge: +1
Lowest unoccupied orbital energy (eV): -4.37
Energy above the lowest of the compared OMol25 structures with the same formula, charge and spin (eV): 0.1285
Max |F| (eV Å⁻¹): 0.95


(5)
ORCA calculation (the ωB97M-V functional and the def2-TZVPD basis) on a 5-piece molecular cluster, C19H38O9 overall at a distorted geometry.

XYZ file:
```
66
Properties=species:S:1:pos:R:3
C 2.5637 -0.5605 3.7035
C 2.3239 0.9005 4.2014
O 2.3182 1.8972 3.2254
C 2.1838 3.1982 3.6205
C 2.0815 4.0878 2.5433
O 2.0404 3.5741 4.7134
H 2.2633 -1.4924 4.4767
H 3.6030 -0.6443 3.1491
H 1.8625 -0.6802 2.8669
H 1.1336 0.7729 4.7290
H 3.0774 1.2316 5.0109
H 2.0242 5.0647 2.8650
H 1.1490 3.8199 1.9860
H 2.8886 4.1497 1.9159
C -0.0147 1.0463 -4.4259
C 0.3203 -0.4795 -4.0633
O -0.8916 -1.1700 -3.6810
C -1.0221 -2.4320 -3.5565
C -2.3568 -2.8904 -2.8070
O -0.1568 -3.3118 -3.7713
H 0.8923 1.6686 -4.5476
H -0.4237 1.5303 -3.5705
H -0.5005 1.1834 -5.3341
H 0.6110 -0.9681 -4.8336
H 1.0681 -0.3791 -3.2758
H -3.0387 -3.1611 -3.4864
H -2.7406 -2.0245 -2.3125
H -2.3677 -3.8652 -2.3629
C -4.1424 -1.1275 1.2134
C -4.5998 -0.0208 0.3618
O -5.2945 0.8534 1.2318
C -5.9061 1.9355 0.6421
C -6.5068 2.7644 1.7788
O -5.8706 2.2614 -0.4794
H -3.4649 -1.7151 0.7298
H -4.9518 -1.7134 1.4941
H -3.8489 -0.6572 2.0332
H -3.9850 0.3097 -0.4395
H -5.2288 -0.3482 -0.2725
H -5.8392 2.8313 2.4804
H -7.3490 2.0324 2.4388
H -6.7093 3.7217 1.3092
C -0.2065 -2.0704 0.0271
C -0.3174 -0.4845 -0.1583
O 1.0566 -0.1335 -0.2698
C 1.3222 1.2086 -0.2387
C 2.7337 1.5267 -0.7336
O 0.5440 2.0843 -0.0282
H -1.1189 -2.6264 0.2006
H 0.4584 -2.3270 0.6208
H 0.3913 -2.3232 -0.8968
H -0.7995 -0.0470 -1.0817
H -0.7741 -0.0411 0.7183
H 2.8095 1.6953 -1.7113
H 3.5357 0.8479 -0.4695
H 2.9673 2.5078 -0.3650
C 3.6104 -2.3398 -1.9699
C 4.5640 -1.8118 -0.8548
C 4.0732 -2.0815 0.4946
O 5.7171 -1.2338 -1.0719
H 3.8641 -3.2152 -1.9283
H 3.9170 -1.9619 -2.9791
H 2.4184 -2.2471 -1.5733
H 3.2026 -1.5216 0.8092
H 4.8177 -1.7019 1.1006
H 4.0186 -2.8965 0.8587
```

Output
Orbital gap (eV): 10.355
Net charge: 0
SMILES: CCOC(C)=O.CCOC(C)=O.CCOC(C)=O.CCOC(C)=O.CC(C)=O
Lowest unoccupied orbital energy (eV): 0.46
Energy above the lowest of the compared OMol25 structures with the same formula, charge and spin (eV): 10.3956
Max |F| (eV Å⁻¹): 12.05


(6)
ORCA calculation (the ωB97M-V functional and the def2-TZVPD basis) on C19H39AgCl18NiO5P as an isolated structure at a distorted geometry.

XYZ file:
```
84
Properties=species:S:1:pos:R:3
Ag 4.1331 -2.8851 0.8839
Ni 0.9406 -0.4049 0.6074
P 2.9517 -0.7399 -0.4141
O 1.6400 -1.1067 -1.1272
O 2.5628 -1.4674 0.8812
O 2.7773 0.6005 0.3139
O 4.3213 -1.2849 -0.7902
C -1.0070 1.3435 2.3820
O -0.5406 0.7947 1.2211
H -0.1234 1.5178 2.9961
H -1.5705 2.2237 2.0726
H -1.6779 0.6779 2.9251
Cl 1.3088 -3.1154 7.1555
C 0.9467 -1.3693 7.2959
C 0.1916 -0.9220 5.9650
Cl 1.3681 -0.7776 4.5500
H 1.8844 -0.8832 7.5651
H 0.2978 -1.4300 8.1696
H -0.2813 0.0324 6.1966
H -0.5199 -1.6737 5.6233
Cl -5.6127 -0.5121 4.5277
C -4.4429 -1.3515 3.4863
C -4.3529 -0.5007 2.1912
Cl -5.7854 -0.4839 1.1185
H -4.6331 -2.4233 3.4298
H -3.5135 -1.2693 4.0498
H -3.5302 -0.8441 1.5640
H -4.0913 0.5046 2.5215
Cl 2.8083 -6.5185 -4.0922
C 2.3552 -4.9460 -4.5742
C 2.5382 -3.8482 -3.4864
Cl 4.2268 -3.3817 -3.5109
H 1.2979 -4.9755 -4.8374
H 3.0247 -4.7244 -5.4053
H 2.2908 -4.1125 -2.4582
H 2.0334 -2.9058 -3.6991
Cl 3.6036 3.2873 2.6098
C 2.2136 3.2788 1.4910
C 1.1590 4.4371 1.8429
Cl 1.5082 5.9694 1.0641
H 1.5698 2.4107 1.6326
H 2.5528 3.2082 0.4575
H 0.8903 4.5181 2.8962
H 0.2782 4.1486 1.2693
Cl -4.6804 3.2684 -0.8242
C -3.7674 3.4009 0.6187
C -3.3171 4.9352 0.7329
Cl -2.7347 5.2629 2.3650
H -2.9683 2.6595 0.6103
H -4.4495 3.2808 1.4603
H -4.1458 5.6249 0.5731
H -2.5314 5.1806 0.0183
Cl -1.6929 -3.7514 3.4239
C -1.7687 -4.4584 1.8369
C -0.4707 -4.1847 1.1125
Cl -0.3746 -2.4050 0.7392
H -2.5518 -3.9899 1.2408
H -2.0394 -5.5034 1.9877
H -0.3269 -4.7803 0.2110
H 0.4086 -4.4062 1.7173
Cl 1.3147 0.9757 -5.2108
C 2.7290 0.4730 -4.1541
C 3.9543 0.2382 -5.1122
Cl 3.7077 -1.3554 -6.0300
H 2.4491 -0.3606 -3.5100
H 3.0218 1.2025 -3.3990
H 4.8199 0.0436 -4.4790
H 4.0634 1.1148 -5.7508
Cl 2.4320 3.7330 -3.4037
C 0.9568 4.5749 -2.8112
C -0.1401 3.6758 -3.2777
Cl -1.6872 4.4554 -2.8251
H 0.8822 5.4964 -3.3886
H 1.0393 4.8802 -1.7681
H -0.0885 2.6793 -2.8392
H -0.0888 3.4727 -4.3474
Cl -1.3515 -3.5093 -4.1495
C -0.7163 -1.9582 -3.5389
C -1.7228 -1.4132 -2.4926
Cl -1.2920 0.1785 -1.9609
H -0.6057 -1.2561 -4.3653
H 0.2502 -2.1251 -3.0633
H -1.7777 -2.0387 -1.6016
H -2.7314 -1.4069 -2.9060
```

Output
Orbital gap (alpha / beta) (eV): 7.690 / 4.880
2S+1: 4
Net charge: 0
Lowest unoccupied orbital energy (alpha / beta) (eV): -1.17 / -3.88
<S²>: 3.765
Max |F| (eV Å⁻¹): 5.69


(7)
ORCA calculation (the ωB97M-V functional and the def2-TZVPD basis) on C19H39AlN2O8 as an isolated structure at a distorted geometry.

XYZ file:
```
69
Properties=species:S:1:pos:R:3
Al -19.4043 -1.7477 19.1811
O -20.5689 -1.5650 23.0210
H -20.2951 -1.4158 23.9469
C -15.2054 -2.4616 27.4482
C -16.6660 -2.8232 27.8842
C -17.6821 -1.8352 27.1606
C -19.1582 -2.2520 27.3295
C -19.5373 -3.7218 27.1671
C -18.4181 -4.8128 27.4681
N -16.9842 -4.2561 27.4490
O -15.8967 -5.1928 27.5684
C -18.4404 -5.8739 26.3526
C -18.5888 -5.4679 28.8066
C -16.8249 -2.6797 29.4300
H -15.0819 -1.4042 27.6822
H -15.0438 -2.6295 26.3834
H -14.4771 -3.0726 27.9813
H -17.4195 -1.6739 26.1151
H -17.5615 -0.8578 27.6277
H -19.8107 -1.5641 26.7918
H -19.5285 -2.0952 28.3427
H -20.0082 -3.8769 26.1964
H -20.4303 -3.9482 27.7495
H -19.3133 -6.5003 26.5358
H -17.5877 -6.5529 26.3483
H -18.6278 -5.3880 25.3950
H -18.8214 -4.7583 29.6006
H -17.7578 -6.0537 29.1994
H -19.4522 -6.1302 28.7433
H -16.3927 -1.7155 29.6974
H -16.2003 -3.4697 29.8469
H -17.8492 -2.7628 29.7932
C -25.0719 0.5309 26.7898
C -25.7858 0.7693 25.5043
C -25.1386 0.0345 24.2903
N -25.8331 0.4758 22.9285
C -25.3885 -0.6407 21.9667
C -27.3650 0.5198 22.9538
C -27.7416 2.0172 22.9414
C -26.6605 2.6430 22.0374
C -25.4097 1.8500 22.3646
H -24.8383 -0.5156 26.9856
H -25.5549 1.0406 27.6234
H -24.1174 1.0566 26.8164
H -25.7836 1.8490 25.3551
H -26.8031 0.4023 25.6403
H -25.1982 -1.0537 24.3116
H -24.0893 0.3158 24.2012
H -24.3096 -0.5094 21.8836
H -25.8566 -0.3491 21.0265
H -25.7463 -1.6503 22.1682
H -27.7433 0.0538 22.0439
H -27.7589 -0.0473 23.7972
H -28.7745 2.1748 22.6309
H -27.8704 2.3368 23.9755
H -26.9395 2.4372 21.0040
H -26.4742 3.6930 22.2628
H -24.8121 1.7962 21.4546
H -24.7971 2.3079 23.1413
O -22.7767 -4.3620 22.5720
C -22.8198 -5.0474 21.3866
O -22.2849 -4.4537 20.4389
O -23.2940 -6.1886 21.2333
H -22.1302 -3.6534 22.6094
O -20.6715 2.1284 22.8693
C -20.1494 2.7395 21.7678
O -19.9213 1.9571 20.7855
O -19.8032 3.9362 21.8791
H -20.6818 1.2052 22.6063
```

Output
Orbital gap (eV): 2.086
Net charge: +2
Lowest unoccupied orbital energy (eV): -10.42
Max |F| (eV Å⁻¹): 9.75


- Among the records above, which one has the lowest max |F|?
  C19H38N8S2Si2TeTi